{
  "formula": "C33H57FMnN2O2Si",
  "method": "ωB97M-V/def2-TZVPD",
  "symbols": ["O", "O", "C", "C", "H", "H", "H", "H", "H", "C", "C", "H", "H", "H", "H", "H", "C", "C", "C", "H", "H", "H", "H", "H", "C", "H", "H", "H", "H", "H", "H", "N", "C", "C", "C", "C", "H", "H", "H", "C", "H", "H", "H", "N", "C", "C", "C", "C", "H", "C", "H", "C", "H", "C", "C", "C", "C", "C", "C", "H", "C", "H", "C", "H", "C", "C", "Mn", "H", "H", "H", "H", "H", "H", "H", "H", "H", "H", "H", "H", "H", "C", "Si", "H", "H", "C", "C", "C", "H", "H", "H", "H", "H", "H", "H", "H", "H", "F"],
  "coordinates": [[1.8945, -2.2699, -3.5380], [0.6977, -0.6638, -5.1280], [3.0882, -2.4167, -2.7637], [3.2905, -3.7524, -2.0837], [3.1048, -1.6002, -2.0233], [3.8998, -2.2141, -3.4763], [2.8035, -3.7696, -1.1038], [4.3618, -3.8802, -1.9094], [2.9373, -4.5892, -2.6936], [0.7002, -2.9359, -3.0651], [0.1569, -3.8472, -4.1275], [-0.0271, -2.1464, -2.8221], [0.9106, -3.4839, -2.1345], [-0.2150, -3.2687, -4.9788], [-0.6776, -4.4249, -3.7158], [0.9233, -4.5504, -4.4744], [-0.5061, -0.2164, -5.7784], [1.7997, -0.8438, -6.0466], [-1.6960, -0.7020, -4.9982], [-0.5331, -0.6078, -6.8090], [-0.4871, 0.8848, -5.8298], [-1.8696, -1.7695, -5.1814], [-2.5903, -0.1557, -5.3149], [-1.5715, -0.5587, -3.9200], [1.7205, -2.1631, -6.7579], [2.7092, -0.7821, -5.4425], [1.8099, -0.0048, -6.7645], [1.7401, -2.9814, -6.0308], [2.5846, -2.2634, -7.4184], [0.8114, -2.2298, -7.3621], [1.0214, -0.5203, -3.4499], [-0.6292, -0.0822, 1.1350], [-1.5085, 0.3245, 2.0534], [-2.3359, 1.4309, 1.8792], [-2.5196, 2.1541, 0.7040], [-1.6617, -0.4871, 3.3115], [-0.6949, -0.7074, 3.7826], [-2.1730, -1.4427, 3.1197], [-2.2696, 0.0782, 4.0245], [-3.7170, 3.0536, 0.5823], [-4.3912, 2.7393, -0.2269], [-3.4368, 4.0996, 0.4004], [-4.2771, 3.0108, 1.5206], [-1.6728, 2.0893, -0.3237], [-0.1208, -1.4170, 1.1260], [1.1343, -1.7053, 1.7010], [1.9207, -0.6420, 2.3879], [1.6103, -3.0146, 1.6567], [2.5927, -3.2266, 2.0839], [0.8391, -4.0378, 1.1029], [1.2200, -5.0593, 1.0814], [-0.4327, -3.7562, 0.6006], [-1.0620, -4.5520, 0.1973], [-0.9296, -2.4551, 0.6157], [-2.3312, -2.1854, 0.1556], [-1.9282, 2.7450, -1.5698], [-1.4298, 4.0436, -1.7932], [-0.7603, 4.8024, -0.6875], [-1.5879, 4.6117, -3.0557], [-1.1733, 5.6068, -3.2344], [-2.2622, 3.9236, -4.0671], [-2.3619, 4.3691, -5.0572], [-2.8387, 2.6781, -3.8047], [-3.4176, 2.1539, -4.5696], [-2.6957, 2.0842, -2.5515], [-3.3465, 0.7676, -2.2455], [0.0499, 1.1128, -0.3511], [2.2566, 0.1240, 1.6783], [2.8062, -1.0862, 2.8560], [1.3426, -0.1331, 3.1697], [-2.4250, -1.2319, -0.3804], [-3.0388, -2.1560, 0.9999], [-2.6651, -2.9858, -0.5175], [-0.5601, 5.8273, -1.0235], [0.1964, 4.3604, -0.3756], [-1.3953, 4.8687, 0.2073], [-3.9408, 0.7971, -1.3203], [-2.6119, -0.0446, -2.1319], [-4.0231, 0.4814, -3.0618], [-3.0000, 1.6730, 2.7043], [0.8947, 0.3012, -2.5573], [2.0382, 1.7414, -3.0831], [-0.1851, 0.5302, -2.5928], [1.2352, -0.2739, -1.6807], [3.7469, 1.0551, -3.4638], [2.3178, 3.1615, -1.8785], [1.2970, 2.5926, -4.5887], [1.7138, 3.6069, -4.6725], [0.2083, 2.6950, -4.5038], [1.5195, 2.0622, -5.5230], [4.3159, 0.9479, -2.5306], [4.2882, 1.7549, -4.1150], [3.7281, 0.0770, -3.9568], [2.5148, 2.7854, -0.8654], [1.4650, 3.8499, -1.8467], [3.1951, 3.7413, -2.2051], [1.8501, 1.2433, 0.2270]],
  "multiplicity": 5,
  "charge": 1,
  "e_tot_ev": -84131.764,
  "homo_lumo_gap_ev": [5.63, 8.25],
  "lumo_ev": [-5.8, -3.4],
  "e_homo_ev": [-11.4, -11.7]
}



{
  "formula": "C3H9NO2",
  "method": "ωB97M-V/def2-TZVPD",
  "symbols": ["C", "N", "C", "C", "O", "H", "H", "H", "H", "H", "H", "H", "O", "H", "H"],
  "coordinates": [[-0.5751, 1.1466, 1.3430], [0.3380, 0.9350, 0.2307], [-0.3275, 0.3489, -0.9277], [0.6306, 0.1655, -2.0513], [0.5908, -0.7526, -2.8288], [-0.0772, 1.7037, 2.1343], [-1.0168, 0.2397, 1.7626], [-1.4072, 1.7781, 1.0002], [1.0210, 0.2509, 0.5355], [-0.8628, -0.5639, -0.6493], [-1.0751, 1.0699, -1.2811], [1.4114, 0.9466, -2.1533], [0.3284, -2.0425, 1.0513], [-0.0286, -2.8875, 1.3531], [1.0502, -2.3384, 0.4806]],
  "de_lowest_kcal_mol": 40.2,
  "e_tot_ev": -8841.210,
  "homo_lumo_gap_ev": 9.73,
  "smiles": "CNCC=O.O",
  "lumo_ev": 0.6,
  "e_homo_ev": -9.2
}